No. 1
C21H21N4O2RuS | ωB97M-V with the def2-TZVPD basis set

Properties
Spin multiplicity: 2
Max |F|: 0.73 eV Å⁻¹
Kohn-Sham gap (spin up / spin down): 8.100 / 6.679 eV
Relative energy (zero: lowest compared OMol25 entry of this formula, charge and spin): 2.1 kcal per mole
E_LUMO (spin up / spin down): -6.20 / -7.80 eV
Calculated total energy: -45576.495 eV
Total charge: +2

Cartesian coordinates (Å):
Ru1 0.1793 -0.4083 0.1733
N1 2.1737 -0.4026 -0.4765
C1 2.9107 0.7683 -0.0204
C2 4.1502 0.5854 0.5688
C3 4.8940 1.6834 0.9724
C4 4.3875 2.9566 0.7600
C5 3.1451 3.1245 0.1705
C6 2.3604 2.0367 -0.2279
C7 1.0200 2.2230 -0.8448
C8 0.6415 3.4653 -1.3563
C9 -0.5921 3.6637 -1.9482
C10 -1.4986 2.6179 -2.0780
C11 -1.1654 1.3736 -1.5788
C12 0.0696 1.1788 -0.9411
H1 2.1943 -0.3945 -1.4953
H2 2.6853 -1.2353 -0.1902
H3 4.5467 -0.4158 0.6988
H4 5.8606 1.5425 1.4356
H5 4.9594 3.8257 1.0539
H6 2.7791 4.1312 0.0342
H7 1.3265 4.2997 -1.3256
H8 -0.8410 4.6468 -2.3246
H9 -2.4554 2.7765 -2.5562
H10 -1.8593 0.5462 -1.6660
C13 -4.0219 0.6864 2.2921
O1 -2.6979 1.0939 2.7474
C14 -1.6741 0.6798 2.0709
O2 -1.7342 -0.0656 1.0753
N2 -0.4964 1.1631 2.5341
N3 0.6811 0.6426 1.9554
H11 -4.7035 1.1149 3.0162
H12 -4.0871 -0.3978 2.2903
H13 -4.2004 1.0899 1.2995
H14 -0.4522 1.6530 3.4169
H15 1.1372 0.0095 2.6144
H16 1.3300 1.4050 1.7505
S1 0.3943 -4.0345 -2.6910
C15 0.6924 -2.5091 -2.0387
N4 -0.1158 -2.0908 -1.0913
C16 -1.1072 -3.0643 -0.8456
C17 -2.1732 -2.9816 0.0539
C18 -3.0333 -4.0534 0.1490
C19 -2.8628 -5.2050 -0.6313
C20 -1.8282 -5.2968 -1.5330
C21 -0.9583 -4.2116 -1.6301
H17 1.4980 -1.9159 -2.4413
H18 -2.3368 -2.0952 0.6426
H19 -3.8672 -4.0041 0.8359
H20 -3.5578 -6.0268 -0.5299
H21 -1.6971 -6.1751 -2.1499


No. 2
C21H21N5O2S3Zr | ωB97M-V with the def2-TZVPD basis set

Properties
Max |F|: 0.81 eV Å⁻¹
Kohn-Sham gap: 6.320 eV
E_LUMO: -6.62 eV
Calculated total energy: -67440.987 eV
Total charge: +2

Cartesian coordinates (Å):
Zr1 0.2140 0.0927 -0.7271
S1 -7.0936 2.1408 -1.0004
N1 -5.7854 3.0569 -0.7955
C1 -4.7417 2.2584 -0.9818
C2 -3.3479 2.6570 -0.8726
C3 -2.9365 3.9679 -0.6068
C4 -1.5913 4.2585 -0.5598
C5 -0.6721 3.2316 -0.7545
N2 -1.0509 1.9785 -1.0091
C6 -2.3724 1.6929 -1.0942
C7 -2.7396 0.3197 -1.4833
N3 -1.7243 -0.5406 -1.7371
C8 -2.0123 -1.7660 -2.1799
C9 -3.3230 -2.1973 -2.3706
C10 -4.3585 -1.3407 -2.0796
C11 -4.0705 -0.0483 -1.6247
C12 -5.0912 0.9480 -1.3423
N4 -6.4012 0.7527 -1.4309
H1 -3.6849 4.7356 -0.4567
H2 -1.2370 5.2624 -0.3774
H3 0.3951 3.4151 -0.7108
H4 -1.1682 -2.4115 -2.3883
H5 -3.5008 -3.1951 -2.7442
H6 -5.3911 -1.6389 -2.2082
C13 4.1101 -2.4066 -2.0435
C14 3.1113 -1.3030 -1.8134
S2 1.4474 -1.8499 -1.5152
C15 3.4124 0.0030 -1.8380
C16 4.7791 0.5583 -2.1147
S3 2.1798 1.2518 -1.5952
H7 3.6196 -3.3672 -2.1826
H8 4.7932 -2.5024 -1.1975
H9 4.7082 -2.2140 -2.9335
H10 5.4861 -0.2195 -2.3929
H11 5.1741 1.0739 -1.2377
H12 4.7362 1.2848 -2.9267
O1 0.8893 0.6152 1.3554
C17 0.2327 -0.3569 1.8371
O2 -0.5909 -0.9649 1.1049
C18 0.5226 -0.8675 3.2251
N5 1.5861 0.0239 3.8447
C19 2.7591 -0.8691 4.2479
C20 2.6601 -2.0029 3.2511
C21 1.1593 -2.2728 3.1811
H13 -0.3743 -0.8194 3.8395
H14 1.2226 0.5623 4.6294
H15 1.8850 0.6963 3.1263
H16 2.5563 -1.1964 5.2662
H17 3.6614 -0.2645 4.2284
H18 3.2259 -2.8697 3.5860
H19 3.0594 -1.7032 2.2793
H20 0.8222 -2.8488 4.0419
H21 0.8507 -2.8014 2.2821


No. 3
C21H21N5O4S4SbW | ωB97M-V with the def2-TZVPD basis set

Properties
Spin multiplicity: 2
Max |F|: 0.68 eV Å⁻¹
Kohn-Sham gap (spin up / spin down): 6.229 / 6.332 eV
Relative energy (zero: lowest compared OMol25 entry of this formula, charge and spin): 8.8 kcal per mole
E_LUMO (spin up / spin down): -1.64 / -1.68 eV
Calculated total energy: -89464.296 eV

Cartesian coordinates (Å):
W1 0.6272 0.8972 1.5305
O1 2.3295 1.5672 5.0842
C1 2.0762 1.1474 3.9877
O2 1.6328 1.8533 2.9715
C2 2.3225 -0.3062 3.6367
C3 2.8449 -1.1922 4.5905
C4 3.0808 -2.4779 4.2081
C5 2.8532 -2.8688 2.8671
C6 3.1437 -4.1704 2.3968
C7 2.9545 -4.4889 1.0829
C8 2.4858 -3.5137 0.1778
C9 2.1834 -2.2517 0.6050
C10 2.3382 -1.9141 1.9630
N1 2.0288 -0.6485 2.3990
H1 3.0259 -0.8191 5.5874
H2 3.4594 -3.2095 4.9118
H3 3.5300 -4.9016 3.0960
H4 3.1840 -5.4840 0.7265
H5 2.3769 -3.7584 -0.8707
H6 1.8706 -1.4924 -0.0918
S1 -0.0562 4.7151 -1.6726
Sb1 0.4090 4.0596 0.4055
S2 -1.2214 2.3413 0.9511
S3 1.9135 1.5208 -0.1251
C11 -2.2755 -2.3578 -0.2271
C12 -1.4854 -1.3184 0.4903
N2 -0.4912 -0.6633 -0.0003
O3 -0.1529 -1.0619 -1.2640
C13 -1.8056 -0.9393 1.8779
C14 -3.1024 -1.1618 2.5691
N3 -0.8167 -0.2941 2.3679
O4 -0.6780 0.5341 3.3572
H7 -1.9952 -2.4204 -1.2728
H8 -3.3400 -2.1305 -0.1479
H9 -2.1154 -3.3309 0.2426
H10 0.5962 -0.5079 -1.6058
H11 -3.3467 -2.2232 2.6331
H12 -3.9036 -0.6638 2.0188
H13 -3.0546 -0.7404 3.5706
N4 1.2994 2.4240 -3.6939
C15 0.8348 1.1735 -3.6154
S4 1.8733 -0.1585 -3.5104
N5 -0.5006 1.0002 -3.6026
C16 -1.5023 2.0099 -3.6397
C17 -2.4262 2.0684 -2.6056
C18 -3.4192 3.0338 -2.6257
C19 -3.4846 3.9446 -3.6705
C20 -2.5593 3.8796 -4.7021
C21 -1.5710 2.9070 -4.6967
H14 2.2870 2.5283 -3.5337
H15 0.7085 3.2001 -3.4161
H16 -0.7942 0.0514 -3.4347
H17 -2.3316 1.3867 -1.7692
H18 -4.1277 3.0893 -1.8097
H19 -4.2512 4.7080 -3.6776
H20 -2.6067 4.5872 -5.5194
H21 -0.8545 2.8416 -5.5054


No. 4
C21H21NO5S | ωB97M-V with the def2-TZVPD basis set

Properties
Max |F|: 1.25 eV Å⁻¹
Kohn-Sham gap: 9.055 eV
SMILES: COc1ccccc1CNC(=O)c1ccc(CS(=O)(=O)c2ccccc2C)o1
Relative energy (zero: lowest compared OMol25 entry of this formula, charge and spin): 10.2 kcal per mole
E_LUMO: 0.52 eV
Calculated total energy: -44680.040 eV

Cartesian coordinates (Å):
C1 -0.1354 1.3239 -2.5902
H1 -0.6385 0.3559 -2.5090
O1 0.5536 1.6463 -1.4023
C2 1.6414 0.9238 -1.0359
C3 2.1730 -0.1273 -1.7740
C4 3.3154 -0.7777 -1.3409
C5 3.9338 -0.4002 -0.1647
C6 3.3914 0.6281 0.5883
C7 2.2572 1.3015 0.1722
C8 1.6636 2.4111 1.0007
N1 0.2491 2.1900 1.2163
C9 -0.6765 2.9914 0.6236
O2 -0.4676 4.1395 0.2897
C10 -1.9796 2.3289 0.4247
C11 -3.1292 2.7636 -0.1794
C12 -3.9929 1.6476 -0.2419
C13 -3.3192 0.6061 0.3340
C14 -3.6306 -0.8240 0.4954
H2 -3.6842 -1.1639 1.5272
H3 -4.5391 -1.0990 -0.0321
S1 -2.2878 -1.8100 -0.3212
O3 -2.7549 -3.1697 -0.3843
O4 -1.9882 -1.1607 -1.5717
C15 -0.8018 -1.7798 0.7096
C16 -0.7918 -1.1903 1.9583
C17 0.3766 -1.1708 2.7046
C18 1.5203 -1.7638 2.1994
C19 1.4899 -2.3848 0.9646
C20 0.3315 -2.4031 0.1943
C21 0.2980 -3.0925 -1.1271
H4 -0.4520 -3.8824 -1.1110
H5 1.2692 -3.5175 -1.3662
H6 0.0052 -2.3951 -1.9085
H7 2.3785 -2.8644 0.5845
H8 2.4343 -1.7524 2.7728
H9 0.3861 -0.6989 3.6751
H10 -1.6826 -0.7380 2.3622
O5 -2.0991 1.0144 0.7378
H11 -4.9801 1.6186 -0.6548
H12 -3.3170 3.7552 -0.5349
H13 -0.0132 1.2267 1.3727
H14 1.7473 3.3735 0.4848
H15 2.1811 2.4773 1.9632
H16 3.8639 0.9234 1.5140
H17 4.8283 -0.9033 0.1696
H18 3.7220 -1.5827 -1.9353
H19 1.7037 -0.4376 -2.6935
H20 0.5309 1.3359 -3.4573
H21 -0.8840 2.1068 -2.7033


No. 5
C21H22AsCuOSSi | ωB97M-V with the def2-TZVPD basis set

Properties
Max |F|: 1.03 eV Å⁻¹
Kohn-Sham gap: 3.596 eV
Relative energy (zero: lowest compared OMol25 entry of this formula, charge and spin): 19.0 kcal per mole
E_LUMO: 4.62 eV
Calculated total energy: -148374.632 eV
Total charge: -2

Cartesian coordinates (Å):
Cu1 0.6620 -1.3846 -1.9896
C1 -0.4973 4.7229 2.9710
C2 -1.5380 4.0837 2.3086
C3 -1.2731 3.0272 1.4521
C4 0.0278 2.5667 1.2424
C5 1.0614 3.2217 1.9089
C6 0.8049 4.2871 2.7619
As1 0.2798 1.0096 -0.0485
C7 2.0888 0.6161 0.5206
C8 3.2549 1.1480 0.0028
C9 4.4814 0.7808 0.5352
C10 4.5303 -0.1299 1.5829
C11 3.3666 -0.6637 2.1061
C12 2.1316 -0.2927 1.5885
C13 0.8290 -0.7906 2.0188
C14 0.5910 -1.7140 3.0325
C15 -0.7022 -2.0970 3.3442
C16 -1.7830 -1.5680 2.6469
C17 -1.5566 -0.6537 1.6265
C18 -0.2678 -0.2648 1.3126
H1 -0.6991 5.5521 3.6393
H2 -2.5594 4.4159 2.4633
H3 -2.0905 2.5361 0.9319
H4 2.0808 2.8821 1.7672
H5 1.6246 4.7801 3.2737
H6 3.2056 1.8282 -0.8404
H7 5.3984 1.1740 0.1128
H8 5.4911 -0.4467 1.9722
H9 3.4215 -1.4068 2.8925
H10 1.4259 -2.1544 3.5647
H11 -0.8766 -2.8276 4.1263
H12 -2.7918 -1.8832 2.8862
H13 -2.3917 -0.2588 1.0575
S1 2.1560 -2.6234 -1.1724
C19 -2.6021 -2.9296 -2.7238
Si1 -1.7250 -1.6145 -3.7863
C20 -3.1024 -0.5656 -4.5977
C21 -0.9561 -2.6063 -5.2256
O1 -0.7241 -0.6934 -2.9858
H14 -3.3382 -3.5314 -3.2686
H15 -3.1045 -2.4592 -1.8722
H16 -1.8423 -3.6010 -2.3137
H17 -3.8201 -1.1978 -5.1327
H18 -2.6763 0.1454 -5.3119
H19 -3.6477 0.0101 -3.8438
H20 -1.6927 -3.2129 -5.7647
H21 -0.1874 -3.2735 -4.8258
H22 -0.4679 -1.9428 -5.9467


No. 6
C21H22BClNO5 | ωB97M-V with the def2-TZVPD basis set

Properties
Max |F|: 3.04 eV Å⁻¹
Kohn-Sham gap: 5.353 eV
E_LUMO: -5.29 eV
Calculated total energy: -47055.376 eV
Total charge: +1

Cartesian coordinates (Å):
C1 4.5490 1.5008 1.8018
C2 3.6872 1.8688 0.7000
C3 3.8315 2.6144 -0.4458
C4 2.6092 2.4726 -1.1663
C5 1.7683 1.6223 -0.4514
B1 0.6172 0.4784 -0.6439
N1 1.2121 -1.0587 -0.9035
C6 2.6241 -1.1249 -1.3277
C7 0.9662 -1.7571 0.4111
C8 0.6032 -0.6772 1.4091
O1 0.6923 -0.7205 2.6157
O2 0.0798 0.3817 0.7194
C9 0.3053 -1.5747 -1.9965
C10 -0.2856 -0.3558 -2.6610
O3 -0.7109 -0.2392 -3.7856
O4 -0.2542 0.7179 -1.7635
O5 2.4526 1.3054 0.7046
H1 5.5740 1.7976 1.5515
H2 4.2347 2.0223 2.7176
H3 4.5095 0.4144 1.9863
H4 4.7362 3.1393 -0.7249
H5 2.3814 2.9570 -2.1077
H6 2.8469 -2.1393 -1.6680
H7 2.7949 -0.4144 -2.1476
H8 3.2823 -0.8769 -0.4885
H9 0.0884 -2.4267 0.2963
H10 1.8205 -2.3528 0.7546
H11 0.8624 -2.1963 -2.7038
H12 -0.4938 -2.2058 -1.5666
Cl1 -2.5435 -4.9088 2.4231
C11 -2.6020 -3.3124 1.7918
C12 -2.3506 -2.2230 2.6388
C13 -2.2806 -0.9456 2.0991
C14 -2.4228 -0.7077 0.7070
C15 -2.2589 0.6436 0.1925
C16 -2.9156 1.0364 -1.0872
C17 -2.8597 2.5995 -1.1058
C18 -2.4983 2.9258 0.3158
C19 -2.0790 1.7987 0.9877
C20 -2.7546 -1.8204 -0.1102
C21 -2.8070 -3.1111 0.4196
H13 -2.2308 -2.3669 3.7080
H14 -2.1509 -0.0933 2.7684
H15 -2.4916 0.5321 -1.9582
H16 -3.9769 0.7494 -1.0251
H17 -2.0641 2.9089 -1.8025
H18 -3.8011 3.0484 -1.4364
H19 -2.5080 3.9434 0.7030
H20 -1.7581 1.7640 2.0274
H21 -2.9847 -1.6623 -1.1649
H22 -3.0459 -3.9710 -0.2076


No. 7
C21H22BrN4ORhS | ωB97M-V with the def2-TZVPD basis set

Properties
Spin multiplicity: 5
Max |F|: 1.78 eV Å⁻¹
Kohn-Sham gap (spin up / spin down): 5.721 / 5.231 eV
Relative energy (zero: lowest compared OMol25 entry of this formula, charge and spin): 12.2 kcal per mole
E_LUMO (spin up / spin down): -6.36 / -8.93 eV
Calculated total energy: -114010.872 eV
Total charge: +2

Cartesian coordinates (Å):
Rh1 -0.1262 0.4178 0.0531
Br1 -5.0823 -4.9104 1.6559
C1 -4.1156 -3.3845 1.1830
C2 -4.7886 -2.2256 0.8058
C3 -4.0568 -1.1078 0.4789
C4 -2.6372 -1.0998 0.5251
O1 -2.0142 -0.0278 0.2456
C5 -1.9376 -2.3261 0.8871
C6 -0.5305 -2.4389 0.8978
N1 0.3722 -1.4432 0.5984
C7 1.6849 -1.6680 0.6646
C8 2.3273 -2.8817 1.0642
C9 3.6997 -2.9579 1.0777
C10 4.4994 -1.8768 0.7019
C11 3.9122 -0.6449 0.2960
C12 4.6465 0.4815 -0.0974
C13 3.9695 1.6254 -0.4721
C14 2.5855 1.6480 -0.4410
N2 1.8587 0.5887 -0.0606
C15 2.5095 -0.5401 0.2889
C16 -2.7031 -3.4373 1.2154
H1 -5.8682 -2.2087 0.7761
H2 -4.5587 -0.1960 0.1819
H3 -0.1410 -3.4154 1.1501
H4 1.7565 -3.7467 1.3608
H5 4.1695 -3.8819 1.3852
H6 5.5772 -1.9684 0.7193
H7 5.7284 0.4497 -0.1086
H8 4.5099 2.5072 -0.7850
H9 2.0410 2.5371 -0.7207
H10 -2.2114 -4.3579 1.5022
C17 -1.0394 4.6521 0.7671
N3 -0.7111 4.8987 -0.6300
C18 -0.2353 6.2512 -0.9152
C19 -0.7039 3.9347 -1.5442
S1 -0.8208 2.2617 -1.0753
N4 -0.7078 4.2132 -2.8504
C20 -1.4597 5.3426 -3.3990
C21 -0.3063 3.2340 -3.8560
H11 -1.5333 5.5362 1.1675
H12 -0.1391 4.4634 1.3561
H13 -1.7137 3.8064 0.8616
H14 0.4597 6.5427 -0.1276
H15 -1.0532 6.9730 -0.9235
H16 0.2856 6.2867 -1.8671
H17 -1.9814 5.8862 -2.6182
H18 -2.2035 4.9510 -4.0948
H19 -0.8071 6.0228 -3.9464
H20 0.5193 2.6281 -3.4979
H21 0.0216 3.7778 -4.7410
H22 -1.1346 2.5797 -4.1331


No. 8
C21H22BrN6O8P2RuS | ωB97M-V with the def2-TZVPD basis set

Properties
Max |F|: 0.74 eV Å⁻¹
Kohn-Sham gap (spin up / spin down): 5.451 / 5.445 eV
Relative energy (zero: lowest compared OMol25 entry of this formula, charge and spin): 98.8 kcal per mole
E_LUMO (spin up / spin down): -5.35 / -5.35 eV
Calculated total energy: -149487.467 eV
Total charge: +1

Cartesian coordinates (Å):
Ru1 -0.1897 1.0371 -0.1115
N1 -5.4229 0.2098 -1.0431
C1 -3.9478 0.5493 -1.1488
C2 -3.8305 1.9515 -1.7391
P1 -3.4587 0.5698 0.6306
O1 -3.4791 -1.0049 0.9205
O2 -4.5735 1.2603 1.3204
O3 -2.0653 1.1525 0.7524
P2 -3.0561 -0.6881 -2.2654
O4 -3.9836 -1.9708 -1.8149
O5 -0.9260 0.1586 -1.6384
O6 -1.7409 -0.9866 -1.2951
H1 -5.7399 0.6774 -0.1696
H2 -5.5437 -0.8040 -0.9642
H3 -5.9505 0.5571 -1.8433
H4 -4.2993 2.6955 -1.0927
H5 -4.2914 1.9850 -2.7309
H6 -2.7820 2.2248 -1.8522
H7 -3.4855 -1.2252 1.8632
H8 -3.9935 -2.6668 -2.4815
S1 1.8742 0.9910 -0.9152
C3 2.1209 -0.6831 -0.6318
N2 3.1692 -1.4037 -1.0691
N3 3.9818 -0.8600 -1.8688
C4 5.1334 -1.5176 -2.3567
C5 5.9048 -0.8327 -3.2867
C6 7.0384 -1.4450 -3.7940
C7 7.3839 -2.7205 -3.3713
C8 6.5998 -3.3889 -2.4378
C9 5.4648 -2.7938 -1.9167
N4 1.3133 -1.3933 0.1992
N5 0.3146 -0.7518 0.6480
C10 -0.4386 -1.4737 1.6267
C11 -0.9993 -0.7782 2.6891
C12 -1.7249 -1.4704 3.6470
C13 -1.9129 -2.8415 3.5230
C14 -1.3627 -3.5227 2.4444
C15 -0.6169 -2.8453 1.4948
H9 3.8212 0.0960 -2.1925
H10 5.6247 0.1630 -3.6105
H11 7.6494 -0.9254 -4.5189
H12 8.2700 -3.1972 -3.7679
H13 6.8773 -4.3816 -2.1110
H14 4.8485 -3.2989 -1.1879
H15 -0.8771 0.2916 2.7659
H16 -2.1449 -0.9348 4.4882
H17 -2.4878 -3.3788 4.2657
H18 -1.5157 -4.5888 2.3421
H19 -0.1926 -3.3656 0.6487
Br1 2.1087 1.0211 2.8213
C16 0.9451 2.4720 2.5201
C17 0.9166 3.4913 3.4579
C18 0.1074 4.5880 3.2193
C19 -0.6127 4.6529 2.0381
C20 -0.5184 3.6022 1.1534
N6 0.2201 2.5019 1.4028
C21 -1.1730 3.6616 -0.2117
O7 -1.9737 4.5269 -0.4747
O8 -0.7243 2.7534 -1.0260
H20 1.5258 3.4151 4.3456
H21 0.0608 5.3915 3.9421
H22 -1.2391 5.4911 1.7695


No. 9
C21H22Cl2N4O2 | ωB97M-V with the def2-TZVPD basis set

Properties
Max |F|: 0.59 eV Å⁻¹
Kohn-Sham gap: 8.507 eV
SMILES: CC(C)Nc1cc(-c2c[nH]c(C(=O)N[C@H](CO)c3cccc(Cl)c3)c2)c(Cl)cn1
Relative energy (zero: lowest compared OMol25 entry of this formula, charge and spin): 2.2 kcal per mole
E_LUMO: 0.53 eV
Calculated total energy: -57235.823 eV

Cartesian coordinates (Å):
C1 -2.3463 0.0235 -6.5616
H1 -2.7362 -0.3494 -7.5044
H2 -1.4354 0.5853 -6.7571
H3 -3.0783 0.6850 -6.1088
C2 -2.0630 -1.1418 -5.6136
N1 -1.4649 -0.6775 -4.3732
C3 -2.0300 0.1971 -3.5052
N2 -3.2818 0.6058 -3.7260
C4 -3.8362 1.4379 -2.8646
C5 -3.1907 1.9222 -1.7440
C6 -1.8710 1.5194 -1.4848
C7 -1.3000 0.6400 -2.3886
H4 -0.2825 0.3084 -2.2445
C8 -1.1094 1.9737 -0.3276
C9 -1.0926 3.2390 0.2346
N3 -0.2354 3.2319 1.2684
C10 0.3104 1.9898 1.4168
C11 -0.2129 1.1857 0.4239
H5 -0.0125 0.1452 0.2589
C12 1.2684 1.7733 2.4967
O1 1.5888 2.6752 3.2623
N4 1.7479 0.5110 2.6177
H6 1.5694 -0.1583 1.8878
C13 2.7746 0.1916 3.5901
C14 2.5300 -1.1875 4.1555
C15 1.2268 -1.5404 4.4970
C16 0.9464 -2.7876 5.0223
C17 1.9600 -3.7095 5.2204
C18 3.2551 -3.3554 4.8844
C19 3.5492 -2.1080 4.3553
H7 4.5712 -1.8720 4.1105
Cl1 4.5394 -4.4874 5.1254
H8 1.7519 -4.6847 5.6306
H9 -0.0683 -3.0462 5.2833
H10 0.4316 -0.8252 4.3507
H11 2.6476 0.9354 4.3919
C20 4.1693 0.4067 2.9684
O2 4.2464 1.6277 2.2839
H12 3.8388 2.3170 2.8263
H13 4.9298 0.3598 3.7615
H14 4.3809 -0.3654 2.2228
H15 0.0011 4.0001 1.8778
H16 -1.6133 4.1262 -0.0642
Cl2 -4.0459 2.9768 -0.6681
H17 -4.8532 1.7319 -3.0867
H18 -0.4926 -0.8845 -4.2207
C21 -3.3341 -1.9400 -5.3292
H19 -4.0703 -1.2910 -4.8663
H20 -3.7374 -2.3388 -6.2557
H21 -3.1184 -2.7660 -4.6558
H22 -1.3222 -1.8059 -6.0746